This record from the OMol25 dataset describes 2 unconnected molecules or ions with the total composition C8H9O2 in a non-equilibrium geometry. The level of theory is ωB97M-V/def2-TZVPD.

```
19
Properties=species:S:1:pos:R:3:nbo_charge:R:1
C -1.45463 -0.03382 0.34128 -0.502
C -1.28578 1.13071 1.06182 0.561
C 2.39186 0.27007 -3.37190 -0.431
C 1.40227 0.09950 -2.49195 -0.364
C -1.48546 -0.44535 -0.89440 0.750
C -1.28094 -1.18252 1.36025 -0.582
C -0.88562 0.71916 2.48273 -0.485
C -0.19091 -0.58772 2.23339 -0.452
O -1.50039 -0.89922 -1.97985 -0.549
O -1.22287 2.33878 0.79811 -0.619
H 2.21517 -0.04942 -4.40782 0.177
H 3.42955 0.54679 -3.20224 0.184
H 0.46325 -0.31819 -2.78376 0.214
H -0.81938 -2.10652 0.89592 0.136
H 1.41721 0.23832 -1.36125 0.209
H -0.15517 1.47129 2.91636 0.190
H -1.75720 0.53709 3.25819 0.223
H -0.14376 -1.16382 3.16901 0.184
H 0.86280 -0.56512 1.97610 0.153
```

electronic energy: -460.58349 hartree
HOMO (spin up / spin down): -1.88 / -1.88 eV
charge: -1


This record from the OMol25 dataset describes 10 unconnected molecules or ions with the total composition H20O10. The level of theory is ωB97M-V/def2-TZVPD.

```
30
Properties=species:S:1:pos:R:3:nbo_charge:R:1
O 8.80246 23.77632 14.64668 -0.951
H 9.34973 24.56367 14.75568 0.477
H 8.05832 23.92439 15.24227 0.473
O 7.17791 21.76526 12.16234 -0.988
H 7.65538 22.61227 12.11920 0.502
H 7.24044 21.49650 13.08535 0.488
O 4.26984 24.29255 12.79748 -0.967
H 4.85424 24.46460 12.03313 0.494
H 3.89275 25.14489 13.04751 0.474
O 8.55535 27.32923 9.84152 -0.953
H 9.44907 27.35604 9.48232 0.473
H 8.45658 26.40868 10.12265 0.477
O 7.86658 24.03072 7.67270 -0.948
H 7.69561 23.42464 8.40913 0.475
H 7.67268 23.52025 6.87862 0.466
O 10.93869 25.79059 11.00790 -0.951
H 10.43145 24.97427 10.89856 0.483
H 11.63060 25.57336 11.64208 0.467
O 5.66641 24.20160 10.20972 -0.995
H 5.95334 23.41353 9.71819 0.511
H 5.20533 24.75318 9.56624 0.496
O 8.16885 24.63564 11.54870 -0.991
H 7.33320 24.44314 11.08134 0.498
H 7.89710 25.08477 12.36147 0.487
O 6.88464 21.80630 9.43513 -1.003
H 7.62984 21.28991 9.10444 0.490
H 6.72604 21.45691 10.33555 0.522
O 5.96221 25.39910 14.95431 -0.957
H 5.86048 24.82016 14.18119 0.486
H 5.83757 24.80985 15.70746 0.464
```

SMILES: O.O.O.O.O.O.O.O.O.O
electronic energy: -764.40256 hartree
HOMO: -10.42 eV
charge: 0


This record from the OMol25 dataset describes a molecular structure, C39H36ClN3ReSi2 in a non-equilibrium geometry. The level of theory is ωB97M-V/def2-TZVPD.

```
82
Properties=species:S:1:pos:R:3:mulliken_spin:R:1
C 4.77420 -0.48328 -0.47625 0.001
C 3.84948 -1.43597 -1.03405 -0.109
C 2.98522 -0.74217 -1.94088 0.127
H 3.85044 -2.50877 -0.87145 0.009
C 3.36090 0.65186 -1.93374 0.197
C 4.47923 0.80629 -1.04269 -0.092
H 5.03227 1.72206 -0.86723 -0.003
H 5.60520 -0.71503 0.18538 0.002
H 2.19554 -1.18908 -2.53031 0.038
H 2.92145 1.43969 -2.52274 0.027
Re 2.80554 0.06984 -0.01019 1.537
Si -1.75176 0.19072 2.05535 -0.002
C -2.01709 -1.63255 1.70168 0.016
C -3.22145 -2.29913 1.96709 -0.001
H -4.04918 -1.74428 2.41707 0.000
C -3.35466 -3.65829 1.65654 0.000
H -4.29044 -4.17338 1.88469 0.000
C -2.30453 -4.35285 1.04793 0.000
H -2.41678 -5.40590 0.79062 0.000
C -1.10624 -3.69070 0.77513 0.008
H -0.28488 -4.20548 0.27562 0.000
C -0.95312 -2.36198 1.16870 -0.042
H 0.02694 -1.89632 1.07791 -0.003
C -1.20712 0.91814 0.36599 0.113
C -0.38998 0.22585 -0.61893 0.305
H -0.22934 -0.84829 -0.56746 -0.128
C 0.18425 0.95780 -1.77263 0.164
H 0.72822 0.42278 -2.55495 0.017
C 0.32485 2.38414 -1.62879 0.163
H 1.01996 2.93001 -2.27167 -0.036
C -0.39175 3.00995 -0.63257 -0.013
H -0.30746 4.09617 -0.51908 0.002
C -1.16727 2.31733 0.31028 0.338
H -1.66966 2.88599 1.10350 -0.033
H 1.23813 0.21708 0.63576 0.178
Si -1.61512 0.76288 -1.91477 -0.038
C -2.70974 2.07824 -2.74927 0.030
C -3.06411 1.80418 -4.08238 0.015
H -2.71264 0.88295 -4.55123 0.005
C -3.87401 2.68581 -4.80407 0.001
H -4.16712 2.44262 -5.82424 0.000
C -4.29944 3.88460 -4.22147 0.000
H -4.90878 4.59012 -4.78996 0.000
C -3.95541 4.16623 -2.89594 0.006
H -4.26614 5.10475 -2.43303 0.001
C -3.20632 3.24882 -2.15097 0.021
H -3.01380 3.45347 -1.09568 -0.010
C -2.56766 -0.86446 -2.12741 0.014
C -2.23303 -1.88135 -3.02725 0.034
H -1.34586 -1.77653 -3.65792 0.011
C -3.04663 -3.02020 -3.10737 -0.002
H -2.81346 -3.81012 -3.82431 0.000
C -4.15456 -3.16094 -2.26369 0.009
H -4.78771 -4.04961 -2.32200 0.000
C -4.47029 -2.14856 -1.35289 -0.006
H -5.30750 -2.26136 -0.66223 0.000
C -3.68976 -0.99398 -1.29847 0.001
H -3.94666 -0.19396 -0.59268 0.006
H -2.72430 0.71444 2.96362 0.002
Cl 0.04329 0.29177 3.12792 0.004
N 4.48214 0.14600 2.82296 0.011
C 3.64379 -0.99387 2.86047 -0.001
C 3.55236 -1.73560 4.03804 -0.005
C 2.66824 -2.80665 4.09608 0.004
C 1.99792 -3.16312 2.91787 0.019
C 2.24667 -2.45846 1.75095 0.023
N 2.92827 -1.28132 1.76947 -0.004
C 3.93712 1.42981 2.62088 0.027
C 4.21100 2.43990 3.54448 -0.008
C 3.48464 3.62385 3.48358 0.010
C 2.56353 3.76820 2.43852 0.004
C 2.46345 2.78925 1.46935 -0.033
N 3.10764 1.59922 1.58711 0.025
H 5.14607 0.14832 3.58821 -0.001
H 4.14967 -1.39196 4.88026 0.000
H 2.50554 -3.35668 5.02122 0.000
H 1.29630 -3.99608 2.88657 0.000
H 1.85644 -2.78730 0.78171 0.010
H 4.93725 2.21638 4.32032 0.000
H 3.61850 4.40794 4.22401 0.001
H 1.93555 4.65146 2.34889 0.000
H 1.83557 2.89866 0.58310 0.029
```

electronic energy: -2788.84185 hartree
HOMO (spin up / spin down): -12.50 / -13.53 eV
charge: +2
spin multiplicity: 4